# 1
C23H16N5S2Y | ωB97M-V/def2-TZVPD

Computed properties:
Highest occupied orbital energy = -14.1 eV
Charge = +2
Frontier orbital gap = 7.267 eV
Energy above the lowest of the compared OMol25 structures with the same formula, charge and spin = 0.0 kJ/mol

Each line ends with the Löwdin charge.
Atoms and positions in Å:
C -1.60677 -3.07572 0.65312  -0.112
H -2.52747 4.30265 -1.58507  0.140
C -1.94865 4.05947 1.08102  -0.301
C -1.76240 3.09668 0.01838  -0.058
S -2.46670 5.94668 2.39964  1.116
H 1.54409 -4.35383 0.68306  0.128
C -0.10021 0.87483 4.28709  0.007
N -2.45185 5.27567 0.93824  -0.191
C 3.05312 -0.88254 -3.71119  -0.031
H -0.78358 2.82928 4.86437  0.140
H 0.94077 -0.54835 -3.55978  0.108
N -0.30195 0.32276 1.96836  -0.023
H 1.28648 -4.00053 -1.75104  0.136
C 2.89281 -1.14461 -0.97595  -0.739
C -1.59093 3.75504 2.41400  -0.300
C -1.75038 -2.86874 -0.72426  -0.113
H -1.16328 0.36268 -2.56714  0.110
C -2.10435 3.34403 -1.31426  0.063
H 5.00890 -1.50327 -1.00745  0.119
H 3.08702 -0.76575 -4.78412  0.121
H 5.15883 -1.26894 -3.47254  0.130
H -2.66752 -2.44524 -1.11464  0.129
C 4.20542 -1.16106 -2.97232  -0.013
C -1.21577 1.85413 0.35219  -0.129
C -1.02195 2.47140 2.76018  -0.058
C 4.13187 -1.29572 -1.60291  -0.066
C 0.61985 -3.95433 0.28971  -0.094
C -0.84128 1.54069 1.73455  -0.132
C -1.89532 2.35944 -2.25595  0.002
Y 0.25975 -1.03016 0.08156  1.401
C -1.34245 1.15325 -1.84636  -0.100
H -2.15088 2.51096 -3.29454  0.128
N -1.00150 0.89900 -0.58259  -0.013
C -0.70977 -3.21262 -1.58790  -0.094
S 2.74050 -1.26471 0.78487  0.595
C 0.47439 -3.75245 -1.08034  -0.081
H -0.81445 -3.05567 -2.65422  0.130
H 0.51305 -0.96671 3.35756  0.117
N 1.78079 -0.89216 -1.69813  -0.119
H -0.30914 -3.77492 2.22234  0.132
N -1.82488 4.74771 3.25778  -0.190
H -2.41112 -2.80635 1.32689  0.131
C 0.06286 0.00907 3.21187  -0.098
C -0.42391 -3.61826 1.15700  -0.099
C -0.64553 2.11876 4.05980  0.063
C 1.86531 -0.75840 -3.03640  -0.123
H 0.20821 0.56688 5.27551  0.130

# 2
C23H16N8O8SSe2Yb | ωB97M-V/def2-TZVPD

Computed properties:
Highest occupied orbital energy (alpha / beta) = -4.6 / -4.6 eV
Charge = -1
2S+1 = 2
Frontier orbital gap (alpha / beta) = 5.096 / 5.093 eV
Energy above the lowest of the compared OMol25 structures with the same formula, charge and spin = 179.2 kJ/mol
<S²> = 0.75

Each line ends with the Löwdin charge.
Atoms and positions in Å:
C 3.79705 -3.92358 -1.87384  -0.302
H -0.65264 -5.92063 1.42532  0.133
O -6.71328 0.20540 3.06430  0.060
C 3.74619 -0.16781 -2.03698  -0.030
N -2.75805 0.78008 0.95705  0.084
H 2.42701 6.51894 -3.30805  0.051
C 1.82379 -4.61810 -0.50127  -0.107
C -4.75035 0.10659 1.82960  -0.046
H -2.61339 3.63235 0.78187  0.074
C 1.12238 -5.57538 0.12338  -0.010
Se 5.43579 -5.93782 -1.82527  1.053
H 2.15518 1.08326 -1.29473  0.072
N 1.69057 -0.88548 -1.09689  0.058
C 0.12295 5.76404 -2.07707  -0.049
C 4.20136 -1.43501 -2.29830  0.012
C 0.42721 3.53927 -0.60729  -0.740
C 2.09886 -2.20083 -1.25582  -0.103
N 0.14396 -2.97316 -0.02972  0.055
C -5.87464 -0.53680 2.56407  -0.482
O -5.95477 -1.86385 2.49403  0.082
H 3.42008 5.62357 -2.23628  0.104
H -1.82603 5.92131 -0.98128  0.115
N 3.68394 -6.17734 -1.19401  -0.213
C -3.23719 -1.69050 0.78940  -0.571
H 5.15825 -1.67406 -2.70448  0.103
C 3.30971 -2.50221 -1.94914  -0.054
N -0.74505 4.21587 -0.60709  0.013
N 4.99374 -4.28713 -2.33007  -0.289
H 0.08804 6.66788 -2.67271  0.085
O -0.26646 -1.22469 2.62426  -0.592
N -4.55354 1.48685 2.02141  0.179
H -1.73877 2.92833 2.18958  0.082
S 0.54774 2.14012 0.42107  0.684
H -1.49765 -3.64588 1.05308  0.105
O -2.43043 -1.85911 -0.19541  -0.136
C 2.48705 0.03195 -1.49208  -0.160
O 1.87407 0.00110 4.09853  -0.442
Se 0.66760 0.11403 3.11221  0.785
H -5.12186 2.03558 2.67275  0.176
C -0.53641 -3.92203 0.59922  -0.108
N 1.45535 3.90454 -1.41662  0.084
H 1.49503 -6.58223 0.06874  0.115
C -2.76107 3.11396 1.75178  -0.014
O 1.14280 0.44045 1.51041  -0.904
H -5.01063 -2.25102 2.18711  0.084
C -3.62509 -0.28784 1.07359  -0.137
C 3.11478 -4.94877 -1.12829  -0.303
C -0.89522 5.33706 -1.21662  -0.177
C 2.48168 5.52879 -2.90693  -0.061
H -3.43684 3.66582 2.37327  0.072
O -3.68213 -2.57051 1.58141  0.018
C -3.33957 1.80816 1.56944  -0.369
C 1.35216 -3.25197 -0.53850  -0.110
C -0.01238 -5.17937 0.85793  -0.002
Yb -0.55638 -0.41099 0.36889  1.666
C 1.33520 5.05451 -2.07118  -0.377
H 2.67611 4.71353 -3.62261  0.079
H 4.37199 0.70118 -2.28667  0.122
O -0.25782 1.43961 3.59150  -0.515

# 3
C23H17AuCl2N5O4S2 | ωB97M-V/def2-TZVPD

Computed properties:
Highest occupied orbital energy (alpha / beta) = -6.6 / -6.5 eV
2S+1 = 2
Frontier orbital gap (alpha / beta) = 5.934 / 3.572 eV
Energy above the lowest of the compared OMol25 structures with the same formula, charge and spin = 112.7 kJ/mol
<S²> = 0.80

Each line ends with the Löwdin charge.
Atoms and positions in Å:
C -0.65961 2.16369 0.89689  -0.744
O 0.48525 -0.83047 2.75648  -0.294
H 1.84548 0.64942 -6.54496  0.097
Cl 1.27166 -1.92269 -7.14552  0.724
Au 0.85438 0.66886 -0.69770  0.932
C 1.09133 -1.75726 -5.41835  -0.574
S -1.83691 3.16239 1.68302  1.044
C -2.11415 -1.58904 1.35928  -0.054
C 2.71378 1.38440 2.75891  -0.032
S -0.50999 0.19366 2.61693  0.551
H 3.80237 -1.21944 1.10009  0.136
C 3.29803 -0.31465 4.33549  -0.068
C -4.40675 -0.78372 2.71213  -0.032
C -3.31987 -2.19335 1.08161  -0.028
C -2.05307 -0.57535 2.31528  -0.302
C 0.76046 -1.55175 -2.58352  -0.373
C -1.75862 4.26928 0.35346  -0.423
C -0.86559 3.84351 -0.56102  -0.260
N 3.10775 0.59565 1.74081  -0.225
Cl 0.13787 -4.15428 -2.37631  0.747
C 1.13062 -0.42662 -3.40208  -0.121
C -3.19693 -0.17306 2.98795  -0.063
H -2.35203 5.16752 0.34492  0.053
N 1.32244 0.75158 -2.74477  -0.009
C 0.73943 -2.83819 -4.66555  -0.112
H 3.36640 -0.67462 5.35209  0.109
H 0.57257 -3.79015 -5.15174  0.111
C 1.30258 -0.50779 -4.80322  -0.165
C 1.68892 1.83346 -3.38528  -0.083
H -5.72092 -3.19266 0.85916  0.089
N -5.68704 -2.39740 1.46707  0.102
C 1.89035 1.82736 -4.77701  -0.026
H -3.37305 -2.97882 0.33691  0.108
C 3.56407 -0.64858 1.98343  -0.021
H 2.20335 2.73353 -5.27597  0.112
H 4.04520 -2.12121 3.42675  0.111
C 1.69471 0.67343 -5.47419  -0.011
H -6.49767 -2.19833 2.02067  0.090
C 3.67932 -1.11659 3.27208  -0.051
H -3.12829 0.60788 3.73338  0.110
H -1.21430 -1.88825 0.83484  0.107
N -0.22826 2.66717 -0.24507  -0.075
O -0.69808 1.17436 3.65596  -0.341
O 3.00126 1.01760 0.51549  -0.195
O 0.62141 -1.43616 -1.30431  -0.082
H -5.30312 -0.47736 3.23849  0.108
H -0.60740 4.35432 -1.47614  0.096
H 2.32109 2.34297 2.45836  0.140
C -4.48503 -1.79985 1.75566  -0.323
H 1.82359 2.72493 -2.78458  0.120
C 0.58342 -2.74377 -3.27475  -0.547
N -0.15772 0.94497 1.22554  -0.232
C 2.80083 0.94822 4.06256  -0.048
H 2.45447 1.60127 4.85035  0.118

# 4
C23H17BrF10N4Ni | ωB97M-V/def2-TZVPD

Computed properties:
Highest occupied orbital energy (alpha / beta) = -7.5 / -7.6 eV
Frontier orbital gap (alpha / beta) = 7.635 / 7.648 eV

Each line ends with the Löwdin charge.
Atoms and positions in Å:
F -1.50188 -2.00575 -3.02801  0.071
C -1.06363 -0.78474 3.07176  -0.167
C -3.31850 -0.68489 -0.01154  -0.058
C -3.56922 0.67872 0.01102  0.006
C 3.40862 -0.15370 -0.00787  -0.028
H 3.12479 0.42583 -0.87852  0.074
N 0.97891 -1.31265 1.87691  -0.076
C -1.92759 0.11250 3.67563  -0.147
H 4.14789 -2.29096 1.33700  0.129
F -1.50643 -2.03352 2.89857  0.069
H -3.79835 3.31447 0.06129  0.083
H 2.30471 -2.11295 -3.30771  0.120
N 2.75402 -1.47211 -0.04695  -0.284
H 2.81792 -0.53719 -2.72503  0.103
C 2.33112 -1.58400 2.33466  -0.221
N -0.97587 -0.23093 0.00329  -0.002
C -2.51968 1.59290 0.02697  -0.234
N 0.94902 -1.24771 -1.93495  -0.078
C -1.10950 -0.73173 -3.11370  -0.167
C 0.15807 -0.35705 -2.63879  -0.193
H 3.10038 0.38639 0.87949  0.073
F 1.63948 1.47740 -2.35489  0.086
H -0.36740 1.72542 0.03981  0.146
F -3.15087 -0.27844 4.04352  0.119
H -4.59136 1.03531 0.01553  0.124
C 0.59472 0.89127 2.92209  -0.150
H -4.11481 -1.41259 -0.02540  0.115
C -0.39029 1.91134 -3.40343  -0.153
Br -1.47791 -2.89153 -0.06136  0.935
C 2.30036 -1.45857 -2.42509  -0.221
H 2.70522 -3.19181 -1.21390  0.124
C -1.52072 1.41422 3.92267  -0.148
C -0.24027 1.79690 3.55056  -0.152
C 3.06459 -2.23923 1.16898  -0.163
F -0.03890 3.19669 -3.51199  0.115
F 0.16594 3.05341 3.75649  0.116
F 1.78448 1.35596 2.49812  0.083
C 0.47629 0.99867 -2.83177  -0.154
C -2.00478 0.17041 -3.66441  -0.146
C -2.73699 3.07602 0.04426  -0.022
H 4.14405 -2.18423 -1.49203  0.129
C -1.23402 1.07341 0.02369  -0.060
C 0.22342 -0.43317 2.62982  -0.191
Ni 0.81360 -1.27362 -0.03024  0.422
H -2.29844 3.54285 -0.83903  0.086
C -1.64982 1.50169 -3.81585  -0.148
C 3.06239 -2.16445 -1.30842  -0.162
H 2.33050 -2.29168 3.17541  0.120
F -3.20811 -0.24268 -4.07045  0.119
C -1.99530 -1.08746 -0.01739  -0.696
H 2.68558 -3.25270 1.02083  0.124
F -2.34677 2.28520 4.50797  0.118
H 4.49752 -0.28320 0.00371  0.106
H 2.87418 -0.69541 2.68309  0.103
H -2.27315 3.52689 0.92264  0.086
F -2.50721 2.37681 -4.34708  0.119

Repeat the fourth record exactly.
C23H17BrF10N4Ni | ωB97M-V/def2-TZVPD

Computed properties:
Highest occupied orbital energy (alpha / beta) = -7.5 / -7.6 eV
Frontier orbital gap (alpha / beta) = 7.635 / 7.648 eV

Each line ends with the Löwdin charge.
Atoms and positions in Å:
F -1.50188 -2.00575 -3.02801  0.071
C -1.06363 -0.78474 3.07176  -0.167
C -3.31850 -0.68489 -0.01154  -0.058
C -3.56922 0.67872 0.01102  0.006
C 3.40862 -0.15370 -0.00787  -0.028
H 3.12479 0.42583 -0.87852  0.074
N 0.97891 -1.31265 1.87691  -0.076
C -1.92759 0.11250 3.67563  -0.147
H 4.14789 -2.29096 1.33700  0.129
F -1.50643 -2.03352 2.89857  0.069
H -3.79835 3.31447 0.06129  0.083
H 2.30471 -2.11295 -3.30771  0.120
N 2.75402 -1.47211 -0.04695  -0.284
H 2.81792 -0.53719 -2.72503  0.103
C 2.33112 -1.58400 2.33466  -0.221
N -0.97587 -0.23093 0.00329  -0.002
C -2.51968 1.59290 0.02697  -0.234
N 0.94902 -1.24771 -1.93495  -0.078
C -1.10950 -0.73173 -3.11370  -0.167
C 0.15807 -0.35705 -2.63879  -0.193
H 3.10038 0.38639 0.87949  0.073
F 1.63948 1.47740 -2.35489  0.086
H -0.36740 1.72542 0.03981  0.146
F -3.15087 -0.27844 4.04352  0.119
H -4.59136 1.03531 0.01553  0.124
C 0.59472 0.89127 2.92209  -0.150
H -4.11481 -1.41259 -0.02540  0.115
C -0.39029 1.91134 -3.40343  -0.153
Br -1.47791 -2.89153 -0.06136  0.935
C 2.30036 -1.45857 -2.42509  -0.221
H 2.70522 -3.19181 -1.21390  0.124
C -1.52072 1.41422 3.92267  -0.148
C -0.24027 1.79690 3.55056  -0.152
C 3.06459 -2.23923 1.16898  -0.163
F -0.03890 3.19669 -3.51199  0.115
F 0.16594 3.05341 3.75649  0.116
F 1.78448 1.35596 2.49812  0.083
C 0.47629 0.99867 -2.83177  -0.154
C -2.00478 0.17041 -3.66441  -0.146
C -2.73699 3.07602 0.04426  -0.022
H 4.14405 -2.18423 -1.49203  0.129
C -1.23402 1.07341 0.02369  -0.060
C 0.22342 -0.43317 2.62982  -0.191
Ni 0.81360 -1.27362 -0.03024  0.422
H -2.29844 3.54285 -0.83903  0.086
C -1.64982 1.50169 -3.81585  -0.148
C 3.06239 -2.16445 -1.30842  -0.162
H 2.33050 -2.29168 3.17541  0.120
F -3.20811 -0.24268 -4.07045  0.119
C -1.99530 -1.08746 -0.01739  -0.696
H 2.68558 -3.25270 1.02083  0.124
F -2.34677 2.28520 4.50797  0.118
H 4.49752 -0.28320 0.00371  0.106
H 2.87418 -0.69541 2.68309  0.103
H -2.27315 3.52689 0.92264  0.086
F -2.50721 2.37681 -4.34708  0.119